Density functional theory data (wB97M-V/def2-TZVPD) for C14H17BaN3 as an isolated structure in a non-equilibrium geometry.

Geometry as XYZ:
```
35
Properties=species:S:1:pos:R:3:forces:R:3:mulliken_charge:R:1
C -0.22123 1.50644 1.49657 -0.658 0.974 5.138 -1.700
C -0.32077 -1.41594 1.57210 0.046 0.077 4.395 -1.632
H 0.78277 1.82546 1.70762 0.122 1.226 0.301 0.440
H -0.77976 1.08168 2.41076 -0.643 4.159 0.855 0.363
H -0.85349 2.23404 1.00037 -0.437 -1.017 -1.150 0.590
H 0.06294 -2.31802 1.13566 0.591 0.540 -1.346 0.685
H 0.47934 -1.12388 2.44407 -0.393 -3.541 1.621 0.325
H -1.31096 -1.39429 1.88673 -1.485 -1.664 0.931 0.224
C 0.49059 2.68141 -1.60263 0.442 1.206 -1.604 -0.287
C 0.84671 3.44607 -2.68524 0.487 1.649 -0.644 -0.706
C 1.07807 2.83499 -3.91119 -0.081 0.158 0.250 -0.534
C 0.94586 1.45592 -4.01884 0.375 -0.379 -1.283 -0.407
H 0.31296 3.07380 -0.61632 -0.117 0.133 0.277 0.422
H 0.94784 4.51966 -2.55553 0.064 -0.056 -0.256 0.385
H 1.36856 3.42028 -4.78212 -0.089 -0.121 0.245 0.423
H 1.13783 0.95637 -4.96188 0.043 0.285 -0.061 0.315
N 0.37247 1.42790 -1.80960 -0.260 0.579 -3.805 -0.480
C 0.58634 0.70520 -2.92931 -0.016 2.643 0.645 0.578
C 0.45287 -0.75404 -2.94475 -0.464 -2.587 0.625 0.586
N 0.18604 -1.45611 -1.82196 0.150 -0.761 -3.938 -0.582
C 0.05498 -2.71568 -1.65715 0.174 -1.197 -1.689 -0.177
C 0.47581 -2.90631 -3.99933 -0.062 -0.131 0.267 -0.539
C 0.20267 -3.50086 -2.77420 0.012 -1.634 -0.676 -0.724
H -0.15310 -3.09988 -0.67401 -0.126 -0.126 0.235 0.385
H 0.10175 -4.57741 -2.67225 0.049 0.053 -0.259 0.388
C 0.59721 -1.52388 -4.07054 0.267 0.342 -1.284 -0.368
H 0.80650 -1.03745 -5.01660 -0.024 -0.282 -0.072 0.323
H 0.59570 -3.50737 -4.89920 -0.041 0.127 0.252 0.422
Ba 0.14048 -0.01424 -0.19311 6.172 -0.540 -2.324 2.272
C -2.14246 0.03492 -0.18657 -2.435 0.049 -0.402 -1.913
H -2.41603 -1.01009 -0.29720 -0.469 -0.132 -0.068 0.377
H -2.31405 0.60778 -1.10169 -0.488 0.076 -0.073 0.476
H -2.54214 0.49875 0.69139 -0.799 0.170 0.325 0.467
N 0.00884 0.01068 3.44377 1.229 0.212 -4.902 -0.758
C 0.01931 0.03409 2.03101 -1.136 -0.492 9.476 0.360
```
Forces are in eV/Å.

LUMO level, eV: -1.138
Molecular weight, Da: 364.639
Relative energy (zero: lowest compared OMol25 entry of this formula, charge and spin), kcal/mol: 372.9

=====

Density functional theory data (wB97M-V/def2-TZVPD) for an isolated ion of composition C4H7N2 and charge +1 in a non-equilibrium geometry.

Geometry as XYZ:
```
13
Properties=species:S:1:pos:R:3:forces:R:3:mulliken_charge:R:1
C -0.16239 -0.35660 -0.42111 -2.701 1.243 1.392 0.248
C 1.13325 -0.89690 -0.58808 2.287 -2.508 -0.658 -0.343
C 2.13156 -0.14806 0.34386 -0.695 0.153 0.369 -0.150
C -2.49832 0.27003 0.04391 -2.491 1.199 3.958 -0.666
N 1.79859 1.03604 0.63209 0.903 -0.370 0.859 -0.491
N -1.18954 0.09098 -0.12964 5.868 -2.089 -1.710 0.156
H 1.15894 -2.11100 -0.42722 -0.302 3.104 -0.448 0.358
H 1.45865 -0.65852 -1.63473 -0.257 -0.538 0.630 0.246
H 3.00710 -0.70411 0.73519 -0.508 0.229 -0.422 0.375
H 2.45753 1.44631 1.32634 -0.437 -0.118 -0.778 0.282
H -2.98948 0.15216 -0.83323 -1.634 -0.237 -2.786 0.357
H -2.70809 1.25182 0.49076 0.049 -0.198 -0.265 0.301
H -2.84527 -0.48375 0.76236 -0.081 0.129 -0.141 0.328
```
Forces are in eV/Å.

LUMO level, eV: -4.026
Molecular weight, Da: 83.114
SMILES string: [H]/N=C/CC#[N+]C
Total charge: +1
Relative energy (zero: lowest compared OMol25 entry of this formula, charge and spin), kcal/mol: 71.4

=====

Density functional theory data (wB97M-V/def2-TZVPD) for one molecule with the formula C5H14N2 in a non-equilibrium geometry.

Geometry as XYZ:
```
21
Properties=species:S:1:pos:R:3:forces:R:3:mulliken_charge:R:1
N -2.12652 2.58244 0.33184 -0.429 -0.468 -0.068 -0.536
C -1.69343 1.25339 -0.03144 -0.688 -0.778 0.052 -0.648
C -0.33123 0.84529 0.50714 0.468 0.165 -0.753 -0.474
N 0.17304 -0.38587 -0.04262 -0.681 -1.256 0.429 0.039
C 1.43018 -0.84627 0.54835 -1.248 0.041 0.008 -0.462
C 1.52356 -2.36322 0.59512 0.617 0.005 -0.674 -1.151
C 0.14223 -0.49572 -1.47046 0.712 0.720 -0.254 -1.069
H -1.94295 3.27454 -0.37198 0.305 0.242 0.302 0.215
H -1.87566 2.83018 1.27408 0.114 0.382 -0.118 0.220
H -2.45918 0.51072 0.24416 0.225 0.077 0.469 0.308
H -1.72248 1.13877 -1.10323 0.266 0.464 -0.481 0.364
H 0.36813 1.66634 0.24506 -0.053 0.153 0.395 0.209
H -0.38032 0.68197 1.57980 0.036 0.440 0.265 0.371
H 1.38910 -0.49050 1.57873 0.577 0.249 -0.070 0.349
H 2.26552 -0.42280 -0.02683 0.254 0.072 0.356 0.344
H 2.57010 -2.62483 0.75677 -0.006 -0.204 0.263 0.375
H 1.27758 -2.78320 -0.38229 -0.125 -0.084 0.089 0.300
H 0.89694 -2.83360 1.34859 -0.069 0.172 0.037 0.287
H 0.69232 0.36267 -1.91696 -0.133 -0.148 -0.207 0.355
H 0.66575 -1.39594 -1.77916 -0.117 -0.106 -0.082 0.312
H -0.86268 -0.50437 -1.88467 -0.024 -0.138 0.042 0.290
```
Forces are in eV/Å.

LUMO level, eV: 1.122
Molecular weight, Da: 102.181
SMILES string: CCN(C)CCN
Relative energy (zero: lowest compared OMol25 entry of this formula, charge and spin), kcal/mol: 25.4

=====

Density functional theory data (wB97M-V/def2-TZVPD) for a 3-piece molecular cluster, C4H14NO3 overall in a non-equilibrium geometry.

Geometry as XYZ:
```
22
Properties=species:S:1:pos:R:3:forces:R:3:mulliken_charge:R:1
C 0.37219 -1.21244 0.87793 -1.279 0.301 0.546 -0.585
C -0.43290 -1.32682 -0.40403 -0.476 -1.258 -0.893 -0.861
C -1.48046 -0.26141 -0.73349 -0.768 -0.020 0.171 -0.252
C -1.73942 -0.16377 -2.23547 1.909 0.608 1.330 -0.132
O -1.00424 0.58673 -2.84063 -1.011 -0.774 -0.660 -0.445
N 1.00937 0.15457 0.86520 0.658 -0.891 -1.262 -0.099
H -0.17925 -1.32988 1.81732 -0.219 0.278 -0.307 0.351
H 1.13548 -1.97801 0.93876 0.383 0.118 -0.321 0.366
H 0.29684 -1.42557 -1.20219 0.288 0.473 -0.296 0.405
H -0.96796 -2.28345 -0.52928 0.370 0.056 0.758 0.465
H -2.43466 -0.54637 -0.26564 0.308 0.367 0.289 0.375
H -1.17951 0.75218 -0.46004 -0.127 -0.063 0.235 0.209
H -2.52250 -0.83606 -2.59863 -0.118 0.242 -0.850 0.350
H 0.45271 0.94199 1.20672 0.077 -0.280 0.842 0.353
H 1.21934 0.36325 -0.13977 0.304 0.136 0.304 0.184
H 1.93063 0.04384 1.28400 -0.168 0.773 0.503 0.377
H 2.99379 0.95690 -1.84849 0.437 0.042 0.105 0.273
H 1.57603 0.92518 -2.35862 -0.514 0.043 -0.320 0.297
O 2.10476 0.71818 -1.58721 -0.103 -0.068 0.020 -0.621
H -0.16395 2.70190 3.38307 0.271 0.895 -0.050 0.300
H -0.76755 1.41327 3.75740 -0.120 -0.393 -0.014 0.296
O -0.21876 1.80578 3.07310 -0.102 -0.585 -0.132 -0.607
```
Forces are in eV/Å.

LUMO level, eV: -2.862
Molecular weight, Da: 124.160
Total charge: +1
Relative energy (zero: lowest compared OMol25 entry of this formula, charge and spin), kcal/mol: 12.5